#w
A gas-phase ion, C7H14ClN2 (charge +1), computed with ωB97M-V/def2-TZVPD.

Results
HOMO-LUMO gap = 8.7 eV
Lowest unoccupied orbital energy = -5.2293 eV
Highest occupied orbital energy = -13.917 eV

ORCA input file:
```
! RIJCOSX wB97M-V def2-TZVPD def2/J DEFGRID3
* xyz 1 1
C 0.1926 0.0309 2.5840
C -0.0141 0.7745 0.2003
C -0.0664 -0.6492 -0.0638
C 1.3794 1.3326 -0.1156
C -1.0554 1.4891 -0.6030
C -1.2965 -1.4243 0.3234
C 0.7768 -1.4445 -0.9199
N -0.4145 0.8761 1.6605
N 0.8756 -0.9785 2.1507
Cl 0.0677 0.5407 4.2480
H 1.4970 1.3300 -1.1218
H 2.1695 0.8041 0.3739
H 1.4548 2.3668 0.4192
H -0.7270 1.5384 -1.6639
H -1.4184 2.3944 0.0034
H -1.9184 0.8220 -0.6887
H -1.0824 -2.1839 0.9752
H -1.5633 -1.9426 -0.7195
H -2.1717 -0.9106 0.7593
H 0.5955 -2.4615 -0.7493
H 1.7905 -1.1869 -0.4215
H 1.0201 -1.2094 -1.8795
H -0.6954 1.7496 2.1249
H 1.3705 -1.7294 2.7901
*
```

---

#x
A gas-phase ion, C7H14ClN2 (charge +1), computed with ωB97M-V/def2-TZVPD.

Results
HOMO-LUMO gap = 9.9 eV
SMILES = N[C@@H](Cl)[C@@H]1C=CCC[C@H]1[NH3+]
Lowest unoccupied orbital energy = -3.1966 eV
Highest occupied orbital energy = -13.083 eV

ORCA input file:
```
! RIJCOSX wB97M-V def2-TZVPD def2/J DEFGRID3
* xyz 1 1
N 2.1643 1.2023 -0.0726
C 1.7598 0.3786 0.9367
Cl 1.3833 1.4294 2.4154
C 0.4629 -0.4585 0.6561
C 1.0200 -1.2396 -0.5541
C 0.2863 -1.3895 -1.6282
C -1.0360 -0.8221 -1.8111
C -1.7219 -0.3486 -0.6196
C -0.7158 0.4205 0.2427
N -1.3912 0.9364 1.4893
H 1.7770 2.0882 -0.2320
H 3.1658 1.1399 -0.2720
H 2.5138 -0.3795 1.2315
H 0.1352 -1.0469 1.4816
H 1.9702 -1.7663 -0.3961
H 0.6977 -2.1222 -2.4466
H -0.9370 0.0340 -2.4286
H -1.7048 -1.4817 -2.2078
H -2.6164 0.2657 -1.0438
H -2.3205 -1.1958 -0.0954
H -0.3009 1.2960 -0.2844
H -0.6829 1.6048 1.9626
H -1.5447 0.1845 2.2920
H -2.3641 1.2702 1.3842
*
```

---

The structure with the greatest stability is #x.